1.
8
Properties=species:S:1:pos:R:3 method="wB97M-V/def2-TZVPD" molar_mass_g_mol=90.00 total_energy_ev=-20712.906 de_lowest_kj_mol=182.8 charge=0 multiplicity=1 homo_ev=-8.87
P 1.3692 -0.0467 0.4886
P -1.3409 -0.2346 0.8297
H -1.3452 2.0545 -0.0851
H 2.5460 -0.7802 0.0995
H -0.0188 -1.9636 -0.3127
H -0.3193 0.9750 -1.0906
C 0.0561 -1.0632 0.2254
C -0.9471 1.0589 -0.1548

=====

2.
15
Properties=species:S:1:pos:R:3 method="wB97M-V/def2-TZVPD" molar_mass_g_mol=136.24 total_energy_ev=-27994.434 de_lowest_kj_mol=122.2 charge=0 multiplicity=1 smiles="OCC[C@H](S)C=S" homo_ev=-8.75
S 0.0631 2.2978 -0.1887
H 1.3488 -0.0819 -1.4712
S 3.3823 -0.0178 -0.2918
H 0.3816 -1.0427 1.4908
C 0.8318 0.7758 0.5081
H -0.7959 0.2467 1.6274
H 1.4083 1.1616 1.4073
H -1.4123 -1.8741 0.3671
C 1.7873 0.2250 -0.5347
H -0.3452 -1.3901 -1.0436
H -2.3450 -0.5535 -1.4702
C -0.9793 -1.0266 -0.1741
C -0.1693 -0.2751 0.9369
H -1.1092 1.6934 -0.4969
O -2.0471 -0.1385 -0.6664

=====

3.
106
Properties=species:S:1:pos:R:3 method="wB97M-V/def2-TZVPD" molar_mass_g_mol=824.32 total_energy_ev=-138075.178 charge=-1 multiplicity=1 homo_ev=-2.29
C 5.1029 0.3336 0.2680
H -9.7265 0.7331 -3.0718
O 2.3920 -2.9048 0.5443
H -6.2707 0.7381 0.9659
H 1.2696 -3.6883 3.0420
H -7.1006 5.9060 1.3268
H 6.1914 -6.6902 -1.0490
C -0.9211 -2.3922 6.4530
S 8.5504 1.9501 -0.0735
H -3.3296 3.0598 -0.2541
H -1.6172 -2.4892 3.7307
H 4.5858 -6.9297 -1.7746
O -5.1102 4.0403 0.5120
S -6.5643 3.7949 0.3180
S 4.4424 -5.6285 0.2107
H 4.7216 -0.1238 -1.8175
S -0.9389 -0.9204 5.4144
H -6.9479 -0.4928 -0.1268
H 5.0501 -2.5657 -5.9580
H 10.0474 3.8088 -0.2923
C -7.0703 4.6396 -1.1783
O 5.7926 -5.6422 -4.3146
H 9.6345 3.4625 1.4032
H 3.4209 1.9771 -2.1516
H 7.7919 -3.8836 -5.3025
H -3.3710 0.5694 -0.4838
S 5.6406 -4.1640 -4.2781
H 5.9344 -3.7712 -0.0033
S -8.6063 0.4784 1.3053
H -0.2460 -2.2100 7.2872
C 4.8980 1.1936 1.3240
H 7.8461 -3.6951 -3.5328
C 4.5917 0.5626 -0.9838
H -2.1628 -0.8302 3.3819
C 1.5644 -1.0185 2.2146
H 10.8176 2.4343 0.5586
H 3.9526 3.0707 1.9094
C -2.0454 -1.5830 4.1608
H 4.0469 -4.0322 -6.0313
C -7.4468 4.8795 1.4528
H -10.5142 -0.9331 1.1873
H -12.1222 2.6174 -2.4733
C -0.1159 2.2671 0.5422
H 5.7073 -4.0702 -6.6724
C 9.3455 1.3674 -1.5801
O 4.3895 -6.7786 1.1629
H 10.2955 0.8887 -1.3374
O 8.5111 0.8074 0.8712
H 7.2079 -2.3734 -4.5380
O 2.9667 3.7748 -0.3158
H 2.9458 -4.2905 3.0812
H -9.2834 -1.4126 -0.0067
N 1.0681 2.9059 0.8666
C -11.1281 3.0246 -2.2849
C -2.4435 2.4454 -0.0473
C -1.2744 0.3805 0.0933
H -6.6592 -0.8793 1.5973
H -9.0749 -1.8325 1.7206
H -8.1517 4.5690 -1.2784
H 5.3077 1.0109 2.3145
H -1.1870 4.1434 0.4038
H -3.0158 -1.7975 4.6105
H 1.6518 -0.2185 1.4770
H 0.5651 -1.4491 2.1659
H 5.5144 -4.1108 1.6904
C 2.3166 -3.4025 3.1544
S 2.7818 -2.2637 1.8360
H 8.6823 0.6448 -2.0519
H 2.4763 -2.9204 4.1194
H -0.5663 -3.2476 5.8766
H 1.7556 -0.6202 3.2039
H -1.2865 -0.7120 -0.0260
C 3.6679 2.5961 -0.1412
C 5.2418 -6.2097 -1.2909
H 9.5064 2.2085 -2.2552
H -11.1901 0.8326 -4.0999
N -0.1094 0.9238 0.4393
C 1.5550 3.4984 -0.3597
O -8.7792 3.3780 -3.4492
C 4.1655 2.3488 1.1292
H -8.5176 4.8127 1.2577
C 5.7883 -4.5583 0.7365
H -1.9256 -2.5817 6.8332
H 5.6759 -0.5757 0.4497
H 0.9936 4.4195 -0.6369
C -9.4493 -1.0856 1.0203
C 9.9038 3.0195 0.4464
H -6.7579 5.6846 -1.1448
H 1.3397 2.7716 -1.1834
C -6.9576 -0.1036 0.8916
H 6.7016 -5.1437 0.8554
C 3.8528 1.7261 -1.1856
H -10.6220 2.4504 -1.5052
O -9.0382 1.4065 0.2216
H -6.5995 4.1466 -2.0251
S -10.1621 2.9739 -3.8021
H -7.2412 4.5476 2.4691
C -2.4429 1.0453 -0.1745
C 7.2870 -3.4560 -4.4356
C 5.0589 -3.6543 -5.9006
H -9.5727 0.9195 -4.8365
H -11.2153 4.0645 -1.9740
C -10.1664 1.1826 -3.9629
H 5.4028 -5.3620 -1.9560
C -1.2714 3.0666 0.3082
O 0.4011 -0.8052 4.7922